[1]
70
Properties=species:S:1:pos:R:3:forces:R:3:lowdin_charge:R:1 method="wB97M-V/def2-TZVPD" gap_ha=0.310 homo_energy_ev=-8.0 largest_force_ev_per_a=1.6 energy_ev=-43065.4810 spin_multiplicity=1 smiles="COc1ccc2cc(CN(CCCN3CCOCC3)Cc3nnnn3C3CCCC3)c(=O)[nH]c2c1" de_lowest_ev=0.283
C -2.002 -6.791 -0.682 0.1 -0.2 -0.1 -0.086
O -2.305 -5.651 0.087 0.0 0.3 0.2 -0.076
C -1.457 -4.593 0.055 0.0 0.3 0.2 -0.266
C -0.252 -4.560 -0.660 -0.1 -0.4 -0.1 -0.018
C 0.538 -3.435 -0.625 -0.2 0.2 0.2 -0.011
C 0.167 -2.309 0.115 -0.3 -0.3 0.1 -0.155
C 0.928 -1.106 0.155 -0.2 0.3 0.4 0.035
C 0.512 -0.015 0.840 0.6 -0.2 -0.1 -0.112
C 1.232 1.306 0.765 -0.1 0.1 0.3 -0.116
N 0.804 2.152 -0.345 -0.2 0.1 0.0 -0.142
C 1.328 1.764 -1.644 0.4 0.2 0.0 -0.188
C 2.773 2.259 -1.836 0.1 -0.4 -0.1 -0.144
C 3.845 1.167 -1.796 0.0 0.2 -0.1 -0.203
N 4.114 0.658 -0.459 0.2 -0.2 -0.2 -0.199
C 4.949 1.556 0.323 0.0 -0.1 0.3 -0.164
C 5.101 1.004 1.741 0.0 0.3 -0.1 -0.190
O 5.658 -0.289 1.736 0.2 0.0 0.0 -0.128
C 4.871 -1.160 0.960 0.0 -0.2 -0.4 -0.192
C 4.740 -0.654 -0.477 0.0 -0.1 0.4 -0.173
C -0.606 2.460 -0.331 0.1 0.4 0.0 -0.112
C -1.519 1.347 -0.729 -0.9 -0.1 0.1 -0.281
N -1.273 0.375 -1.582 0.7 0.6 -0.1 0.091
N -2.355 -0.391 -1.604 -0.1 -0.7 -0.6 -0.021
N -3.250 0.055 -0.826 -1.1 0.0 0.5 0.050
N -2.774 1.158 -0.245 1.4 -0.3 -0.8 -0.031
C -3.502 1.956 0.710 -0.2 0.3 0.5 -0.255
C -4.832 1.288 1.088 -0.1 -0.1 -0.1 -0.142
C -5.887 2.041 0.282 0.0 0.1 0.2 -0.188
C -5.379 3.478 0.319 0.0 0.0 -0.1 -0.190
C -3.872 3.328 0.102 -0.1 0.1 0.0 -0.127
C -0.714 -0.066 1.624 -0.1 -0.3 0.2 -0.426
O -1.152 0.852 2.309 0.0 0.2 0.1 0.032
N -1.402 -1.255 1.568 -0.3 0.1 0.2 0.189
C -1.043 -2.354 0.835 0.4 -0.4 -0.4 -0.184
C -1.842 -3.488 0.803 0.0 -0.2 -0.1 0.066
H -1.937 -6.550 -1.748 0.0 0.0 0.0 0.097
H -1.068 -7.260 -0.356 0.0 0.0 0.0 0.095
H -2.826 -7.483 -0.519 0.1 0.0 0.0 0.093
H 0.063 -5.407 -1.247 0.0 -0.1 0.0 0.101
H 1.462 -3.411 -1.183 0.1 0.0 -0.1 0.116
H 1.856 -1.069 -0.395 0.2 0.1 -0.1 0.106
H 1.049 1.863 1.689 0.1 -0.1 0.0 0.130
H 2.300 1.133 0.632 -0.1 0.0 0.1 0.093
H 0.693 2.234 -2.397 0.0 -0.1 0.0 0.117
H 1.261 0.682 -1.807 0.0 0.0 -0.1 0.100
H 2.975 3.019 -1.081 0.0 0.1 0.0 0.102
H 2.852 2.740 -2.812 0.0 0.1 0.0 0.107
H 3.506 0.330 -2.411 0.1 0.0 0.0 0.118
H 4.772 1.559 -2.253 0.0 -0.1 0.0 0.122
H 4.481 2.540 0.370 0.0 0.0 0.0 0.120
H 5.950 1.662 -0.134 -0.1 0.0 0.0 0.132
H 5.781 1.628 2.324 -0.1 0.0 0.0 0.127
H 4.115 0.983 2.229 0.1 0.0 0.0 0.123
H 5.370 -2.130 0.984 -0.1 0.0 0.0 0.127
H 3.866 -1.252 1.402 0.1 0.0 0.0 0.122
H 4.119 -1.346 -1.052 0.0 0.0 0.0 0.113
H 5.743 -0.617 -0.939 -0.1 0.0 0.0 0.132
H -0.777 3.309 -1.006 -0.1 -0.1 0.1 0.135
H -0.870 2.774 0.684 0.0 0.0 -0.1 0.124
H -2.851 2.060 1.585 -0.1 -0.1 -0.2 0.127
H -5.009 1.423 2.155 0.0 0.0 0.0 0.118
H -4.818 0.225 0.862 0.0 0.0 0.2 0.095
H -5.900 1.672 -0.744 0.0 0.0 -0.1 0.113
H -6.886 1.935 0.703 -0.1 0.0 0.0 0.107
H -5.574 3.913 1.301 -0.1 0.0 0.0 0.112
H -5.841 4.112 -0.436 0.0 0.1 0.0 0.107
H -3.306 4.140 0.557 0.1 0.0 0.0 0.111
H -3.652 3.321 -0.968 0.0 0.0 0.0 0.120
H -2.268 -1.293 2.094 0.2 0.1 -0.1 0.166
H -2.774 -3.525 1.344 -0.1 0.0 0.1 0.127

=====

[2]
72
Properties=species:S:1:pos:R:3:forces:R:3:lowdin_charge:R:1 method="wB97M-V/def2-TZVPD" gap_ha=0.116 homo_energy_ev=-1.7 total_charge=-1 largest_force_ev_per_a=1.1 energy_ev=-75007.9732 spin_multiplicity=1 de_lowest_ev=0.000
Rb 0.184 -0.248 -0.233 -0.9 -0.6 -0.1 0.629
C -0.994 -5.592 -0.795 0.0 0.0 0.0 -0.191
Si -0.890 -3.948 -1.753 0.0 -0.1 0.0 0.294
C -1.348 -4.385 -3.550 0.0 0.0 0.0 -0.191
C 0.972 -3.639 -1.867 0.0 0.0 0.0 -0.239
N -1.649 -2.623 -1.068 0.2 0.2 0.1 -0.146
C -3.009 -2.571 -0.850 0.1 0.0 0.0 -0.361
C -3.877 -3.621 -1.201 -0.1 0.0 0.0 -0.101
C -5.257 -3.618 -0.984 0.1 0.0 0.0 -0.168
C -5.833 -2.518 -0.384 0.0 0.1 0.0 -0.171
C -5.007 -1.450 -0.024 -0.1 0.0 0.0 -0.102
C -3.620 -1.411 -0.233 0.1 0.0 0.0 -0.358
N -2.849 -0.328 0.131 0.3 0.1 0.0 -0.154
Si -3.438 1.046 0.856 -0.1 -0.1 0.0 0.279
C -4.671 2.121 -0.120 0.0 0.0 0.0 -0.189
C -4.174 0.889 2.601 0.0 0.0 0.0 -0.186
C -1.963 2.207 1.087 0.2 0.1 0.0 -0.227
H -0.405 -6.375 -1.286 0.0 0.0 0.0 0.010
H -2.019 -5.952 -0.691 0.0 0.0 0.0 0.008
H -0.594 -5.450 0.214 0.0 0.0 0.0 0.015
H -0.724 -5.200 -3.933 0.0 0.0 0.0 0.011
H -1.192 -3.510 -4.189 0.0 0.0 0.0 0.016
H -2.394 -4.681 -3.653 0.0 0.0 0.0 0.008
H 1.480 -4.529 -2.255 0.0 0.0 0.0 0.020
H 1.417 -3.405 -0.895 0.0 0.0 0.0 0.006
H 1.196 -2.818 -2.550 0.0 0.0 0.0 -0.027
H -3.448 -4.500 -1.670 0.0 0.0 0.0 0.053
H -5.856 -4.472 -1.285 0.0 0.0 0.0 0.073
H -6.900 -2.473 -0.192 0.0 0.0 0.0 0.071
H -5.473 -0.591 0.451 0.0 0.0 0.0 0.057
H -5.613 1.598 -0.296 0.0 0.0 0.0 0.010
H -4.246 2.362 -1.099 0.0 0.0 0.0 0.017
H -4.897 3.062 0.397 0.0 0.0 0.0 0.006
H -5.123 0.349 2.583 0.0 0.0 0.0 0.011
H -4.348 1.865 3.069 0.0 0.0 0.0 0.009
H -3.487 0.323 3.236 0.0 0.0 0.0 0.019
H -1.469 2.363 0.121 0.0 0.0 0.0 0.011
H -1.239 1.804 1.802 0.0 0.0 0.0 0.009
H -2.284 3.179 1.464 -0.1 0.0 0.0 -0.005
C 5.105 -3.045 -2.760 0.0 0.0 0.0 -0.047
N 5.578 -1.862 -2.069 0.0 -0.1 0.0 -0.145
C 6.881 -1.602 -1.711 0.0 0.0 0.0 -0.054
C 6.892 -0.443 -1.041 0.0 0.0 0.0 -0.052
N 5.577 0.025 -0.976 -0.1 0.0 0.1 0.017
C 4.738 -0.876 -1.627 0.1 0.0 0.0 -0.710
S 3.107 -0.935 -1.922 0.2 0.2 0.0 0.645
C 5.218 1.205 -0.268 0.0 0.0 -0.1 -0.254
C 6.211 1.973 0.345 0.0 0.0 0.0 -0.012
C 5.822 3.115 1.019 0.0 0.0 0.0 -0.065
C 4.481 3.463 1.066 0.0 0.0 0.0 -0.072
C 3.585 2.629 0.424 0.0 0.0 0.0 -0.138
N 3.941 1.523 -0.227 0.0 0.0 0.0 0.123
H 5.973 -3.596 -3.118 0.0 0.0 0.0 0.086
H 4.469 -2.755 -3.594 0.0 0.0 0.0 0.077
H 4.509 -3.665 -2.091 0.0 0.0 0.0 0.093
H 7.690 -2.260 -1.973 0.0 0.0 0.0 0.120
H 7.725 0.086 -0.624 0.0 0.0 0.0 0.099
H 7.253 1.700 0.318 0.0 0.0 0.0 0.090
H 6.569 3.726 1.508 0.0 0.0 0.0 0.108
H 4.128 4.338 1.593 0.0 0.0 0.0 0.090
H 2.525 2.855 0.442 0.0 0.0 0.0 0.071
S 1.257 3.698 2.915 0.2 0.1 0.0 0.643
C 0.023 4.742 3.265 -0.1 0.0 0.2 -0.862
N -0.875 5.078 2.274 0.1 0.0 -0.1 0.046
C -1.960 5.848 2.457 -0.1 0.0 0.0 -0.071
C -2.190 6.386 3.681 0.1 0.0 0.0 -0.051
C -1.242 6.055 4.678 0.0 0.0 0.0 -0.129
N -0.203 5.288 4.503 0.1 0.0 -0.1 0.066
H -0.722 4.608 1.390 -0.1 0.0 0.0 0.115
H -2.608 5.982 1.602 0.0 0.0 0.0 0.136
H -3.051 7.003 3.882 0.0 0.0 0.0 0.099
H -1.369 6.454 5.681 0.0 0.0 0.0 0.111